# 1
Computed, not measured: an isolated ion of composition C5H6N3S and charge +1 in a non-equilibrium geometry, with ωB97M-V with the def2-TZVPD basis set.

Output
Energy above the lowest of the compared OMol25 structures with the same formula, charge and spin in eV: 1.536
Maximum force in eV/A: 5.3
2S+1: 1
SMILES: Cc1cn(N=C=S)c[nH+]1
Charge: +1
Frontier orbital gap in eV: 9.250
Energy in a.u.: -756.25658

```
15
Properties=species:S:1:pos:R:3:forces:R:3:mulliken_charge:R:1
C -1.097016 0.511336 -2.134195 0.9710 -0.5600 0.7920 -1.0146
C -0.428757 -0.038585 -0.837446 -0.9129 1.0366 1.5079 0.3402
C -0.775839 0.295411 0.544484 2.4987 -2.2758 -4.1205 -0.1742
N 0.172480 -0.478412 1.265570 -1.0182 0.4804 -1.1332 0.5425
N 0.150101 -0.385303 2.679082 1.8952 1.2116 0.4973 -1.0337
C 0.871579 0.618883 2.982514 0.5328 1.2891 -0.4648 0.5440
S 1.727124 1.954369 3.133375 -1.6004 -2.6224 0.1637 -0.0961
C 1.007822 -1.200540 0.478865 -0.5712 0.6266 -0.1224 -0.0022
N 0.665621 -0.939926 -0.833515 -1.2129 0.9259 2.5248 -0.0664
H -0.282893 0.787515 -2.860584 -0.9110 -0.1628 0.6463 0.3399
H -1.728948 -0.297823 -2.587048 0.3966 0.9553 0.3911 0.2995
H -1.677706 1.425171 -1.843684 0.4100 -0.9990 -0.4970 0.3137
H -1.554399 0.987020 0.926436 0.9333 -0.8907 -0.0189 0.3746
H 1.838380 -1.848048 0.857989 -1.0797 0.7760 -0.5048 0.3936
H 1.144529 -1.338011 -1.641771 -0.3314 0.2092 0.3386 0.2393
```
Positions in Å, forces in eV/Å.

---

# 2
Computed, not measured: one molecule with the formula C16H15NO3S, with ωB97M-V with the def2-TZVPD basis set.

Output
Energy above the lowest of the compared OMol25 structures with the same formula, charge and spin in eV: 0.008
Maximum force in eV/A: 0.9
2S+1: 1
SMILES: Cc1cccc(C(=O)Nc2sc3c(c2C(=O)O)CCC3)c1
Frontier orbital gap in eV: 8.020
Energy in a.u.: -1297.42442

```
36
Properties=species:S:1:pos:R:3:forces:R:3:mulliken_charge:R:1
C -5.980068 -1.440473 -0.581562 -0.0110 0.0179 -0.0805 -1.4353
C -4.884061 -0.501445 -0.183755 0.0611 0.0605 0.0508 0.8080
C -3.562301 -0.917874 -0.169655 0.1524 0.1135 0.0416 -0.5556
C -2.532366 -0.045461 0.174267 -0.4839 0.0586 0.0245 0.5693
C -2.836278 1.266047 0.531938 0.1039 -0.1830 -0.0628 -0.7654
C -4.154029 1.685785 0.524804 -0.0618 0.1091 -0.0078 -0.7451
C -5.167647 0.814961 0.164231 0.1042 -0.0278 0.0179 -0.5347
H -6.192359 1.157558 0.161279 -0.1097 0.0323 0.0112 0.4176
H -4.393872 2.700245 0.807388 -0.0147 0.0736 0.0316 0.3959
H -2.065111 1.954980 0.844278 0.0694 0.0641 0.0374 0.3828
C -1.155133 -0.588965 0.163584 0.1357 0.0099 0.0034 0.5521
O -0.902677 -1.781549 0.216561 -0.4493 0.1443 -0.0202 -0.7121
N -0.147599 0.328062 0.072248 -0.2796 0.2494 0.0293 -0.0663
C 1.169891 -0.047592 0.045645 0.3503 -0.0650 -0.0188 0.5105
C 2.269485 0.795191 -0.050048 -0.3743 -0.4427 0.0185 -0.5492
C 3.471747 0.033809 -0.040589 -0.0624 -0.4752 0.1148 0.1148
C 3.263147 -1.301647 0.056104 -0.3046 0.5526 0.0631 0.2103
S 1.585933 -1.722913 0.137298 0.8435 0.1324 -0.0540 -0.1937
C 4.525489 -2.091833 0.037177 0.0554 -0.2776 -0.0671 -0.5125
H 4.642536 -2.603910 -0.921990 0.0468 -0.0760 0.0192 0.2429
H 4.565224 -2.846017 0.823447 0.0651 -0.0635 -0.0265 0.3107
C 5.594873 -0.990514 0.226721 -0.0006 0.0201 -0.0150 -0.6413
H 5.904418 -0.968008 1.271640 0.0238 -0.0085 0.0041 0.2842
H 6.477717 -1.178352 -0.381123 0.0683 -0.0219 0.0528 0.3186
C 4.925269 0.354846 -0.135129 0.1247 0.1339 -0.0248 -0.3768
H 5.171498 0.670252 -1.151465 0.0643 0.0828 -0.0035 0.2228
H 5.213988 1.162106 0.536154 0.0672 0.0354 -0.0606 0.2974
C 2.256648 2.240581 -0.138592 0.2411 0.5193 -0.0357 0.3743
O 3.233076 2.945324 -0.224902 -0.0770 -0.0916 0.0021 -0.6162
O 1.007880 2.797656 -0.116457 -0.3217 -0.0518 0.0191 -0.5221
H 1.106699 3.759936 -0.183156 0.1865 -0.1578 -0.0030 0.3560
H -0.329596 1.319741 -0.012967 -0.0420 -0.1837 -0.0197 0.3787
H -3.302908 -1.934213 -0.427236 0.0149 -0.1009 -0.0065 0.4375
H -5.675558 -2.473664 -0.437327 -0.0411 -0.0845 -0.0003 0.3635
H -6.881509 -1.250762 -0.003214 -0.0759 -0.0433 0.0169 0.3891
H -6.222439 -1.301896 -1.635608 -0.0690 -0.0551 -0.0514 0.2893
```
Positions in Å, forces in eV/Å.

---

- Which value of 2S+1 does entry 2 give?
  1

---

- What is the frontier orbital gap in the first record?
  9.250 eV